Entry from the OMol25 dataset: C13H25Br10Cl3O2Sr2 as an isolated structure in a non-equilibrium geometry (ωB97M-V/def2-TZVPD).

Positions of all 55 atoms, in Å:
1 Sr 17.54269 17.61309 19.85986
2 Sr 13.81518 12.72612 22.72545
3 O 14.04324 15.43145 17.91099
4 C 13.82560 15.24959 16.50756
5 C 14.46263 16.34046 15.48706
6 O 15.69043 16.94664 15.88675
7 H 12.79233 15.03594 16.23406
8 H 14.27119 14.26567 16.36109
9 H 13.68171 17.08010 15.31043
10 H 14.44738 15.97915 14.45881
11 Br 22.51678 11.20302 15.20023
12 C 20.65013 11.24617 14.83196
13 C 20.04954 12.47269 15.51945
14 Br 20.26795 12.35472 17.44809
15 H 20.16383 10.31110 15.10993
16 H 20.56028 11.36730 13.75244
17 H 18.97136 12.46313 15.35969
18 H 20.46377 13.38275 15.08550
19 Br 13.27716 6.14106 14.04429
20 C 13.01041 6.57416 15.95866
21 C 13.94642 7.69915 16.28997
22 Br 13.76770 8.14601 18.19116
23 H 13.29988 5.76829 16.63311
24 H 11.93317 6.70972 16.05499
25 H 13.80738 8.57636 15.65808
26 H 14.97995 7.42015 16.08482
27 Br 19.56251 22.98645 17.14297
28 C 20.07709 22.99617 15.18211
29 C 21.20379 24.04432 15.05320
30 Br 21.24006 24.64734 13.17771
31 H 19.27145 23.48757 14.63661
32 H 20.33117 22.03283 14.73993
33 H 22.18022 23.72468 15.41724
34 H 20.86058 24.85889 15.69099
35 Br 6.09819 14.25721 12.53217
36 C 7.95657 13.50616 12.17634
37 C 8.07315 12.01886 12.29359
38 Br 7.87554 11.54991 14.26812
39 H 8.69965 13.93685 12.84748
40 H 8.31457 13.82287 11.19674
41 H 9.00450 11.55801 11.96446
42 H 7.24214 11.56656 11.75234
43 Br 9.29799 20.91491 9.44867
44 C 9.64615 20.78143 11.42565
45 C 8.40503 21.01864 12.27001
46 Br 7.94233 22.97400 12.10232
47 H 10.49117 21.43662 11.63721
48 H 10.00462 19.77243 11.62945
49 H 8.65452 20.72809 13.29052
50 H 7.57911 20.39227 11.93294
51 C 17.55084 18.41062 9.35493
52 Cl 18.49744 16.92948 9.04660
53 Cl 15.95247 18.28318 8.55562
54 Cl 18.32920 19.82979 8.72566
55 H 17.34615 18.57518 10.41282

Cartesian forces, eV/Å:
-0.452 -0.265 -0.598
0.063 0.100 -0.213
-0.829 0.251 -3.200
3.043 -0.103 2.769
1.375 1.951 2.605
-3.208 -1.847 -0.879
-0.621 0.761 -0.101
0.101 -0.575 -0.489
-0.130 0.923 0.250
0.706 -1.225 -0.211
0.722 -0.369 -0.039
-0.471 0.630 -0.085
-0.536 -0.836 -0.641
-0.066 0.364 -0.035
0.221 0.125 0.211
-0.086 0.031 0.055
0.037 0.111 0.013
0.144 -0.007 0.537
0.016 -0.058 0.769
0.138 -0.540 -0.112
0.104 0.599 -0.728
0.085 0.101 -0.316
-0.123 -0.514 -0.610
0.296 0.544 0.103
-0.441 0.187 0.447
-0.079 -0.294 0.475
0.233 -0.531 -1.187
0.609 1.455 -0.142
-0.746 -0.276 0.514
0.246 -0.270 0.755
-0.458 -0.633 0.401
-0.210 -0.091 0.607
-0.046 -0.065 -0.454
0.358 0.361 -0.469
1.793 -0.726 -0.335
0.617 0.586 0.091
-1.358 -0.430 0.929
0.149 0.006 -1.262
-0.606 0.424 0.366
-0.699 0.040 -0.275
0.045 0.460 0.136
0.074 -0.357 0.347
0.224 -0.146 1.256
-0.055 -0.357 -0.575
0.621 0.758 -0.821
0.015 -1.358 0.459
-0.403 0.255 -0.053
-0.140 -0.162 -0.355
-0.183 0.576 0.157
-0.087 0.435 -0.072
-0.753 -0.229 -0.428
-0.258 0.522 0.370
0.140 -0.227 0.270
0.557 0.339 -0.021
0.313 -0.403 -0.186

Summary:
Charge: +2
Frontier orbital gap (eV): 2.42
Strongest force on any atom (eV/A): 4.12
E (eV): -757618.055
E_HOMO (eV): -11.3
E_LUMO (eV): -8.85
Energy relative to the best compared isomer or geometry (same formula, charge and spin) (kJ/mol): 1381.79